Molecular formula: C20H50BrFN4O7S
Method: DFT, ωB97M-V/def2-TZVPD

Cartesian coordinates (Å):
O  -0.416  2.481  4.999
S  -0.794  2.535  6.530
O  0.419  3.152  7.328
C  -1.061  0.813  7.243
C  -2.505  0.241  6.715
Br  -2.101  -0.807  5.012
C  -3.585  1.403  6.278
F  -4.947  0.912  6.710
C  -3.373  2.852  7.015
O  -2.144  3.569  6.643
H  -0.207  0.130  6.768
H  -0.991  0.752  8.411
H  -2.941  -0.546  7.496
H  -3.654  1.465  5.093
H  -3.497  2.691  8.191
H  -4.279  3.547  6.667
C  0.352  1.150  2.349
O  -0.486  0.316  1.562
C  0.062  -0.038  0.289
C  1.025  -1.248  0.328
C  2.413  -0.900  0.861
N  0.472  -2.354  1.122
H  0.921  1.858  1.739
H  1.025  0.539  2.954
H  -0.283  1.718  3.035
H  -0.799  -0.316  -0.332
H  0.523  0.831  -0.194
H  1.155  -1.598  -0.704
H  2.424  -0.751  1.943
H  3.118  -1.712  0.645
H  2.798  0.008  0.386
H  -0.419  -2.637  0.711
H  0.203  -1.968  2.033
C  2.273  -1.333  -3.471
O  0.859  -1.379  -3.355
C  0.156  -0.942  -4.521
C  -0.018  -2.033  -5.603
C  1.246  -2.282  -6.422
N  -0.466  -3.305  -5.020
H  2.611  -0.485  -4.074
H  2.645  -2.271  -3.888
H  2.693  -1.231  -2.467
H  -0.843  -0.656  -4.170
H  0.610  -0.033  -4.933
H  -0.790  -1.685  -6.300
H  2.006  -2.836  -5.867
H  1.010  -2.873  -7.316
H  1.687  -1.337  -6.758
H  -1.355  -3.150  -4.542
H  0.178  -3.533  -4.256
C  -5.977  -2.740  1.407
O  -4.583  -2.478  1.469
C  -3.981  -2.183  0.205
C  -4.116  -0.705  -0.231
C  -5.500  -0.359  -0.776
N  -3.793  0.215  0.868
H  -6.259  -3.263  0.488
H  -6.537  -1.809  1.504
H  -6.241  -3.374  2.258
H  -2.913  -2.397  0.333
H  -4.342  -2.868  -0.570
H  -3.399  -0.535  -1.043
H  -6.256  -0.283  0.009
H  -5.475  0.610  -1.289
H  -5.833  -1.108  -1.502
H  -2.836  0.034  1.174
H  -4.359  -0.065  1.675
C  5.499  0.284  -3.719
O  4.820  1.424  -4.221
C  4.121  2.180  -3.228
C  5.005  3.193  -2.463
C  5.883  2.545  -1.395
N  5.858  3.964  -3.378
H  4.957  -0.192  -2.897
H  6.508  0.557  -3.404
H  5.594  -0.440  -4.534
H  3.359  2.748  -3.775
H  3.579  1.518  -2.542
H  4.335  3.892  -1.948
H  6.730  1.999  -1.819
H  6.299  3.311  -0.729
H  5.302  1.851  -0.779
H  5.261  4.461  -4.040
H  6.359  3.291  -3.967

Calculated values
**Structure (SMILES)**: O=S1(=O)C[C@H](Br)[C@@H](F)CO1.COC[C@@H](C)N.COC[C@@H](C)N.COC[C@@H](C)N.COC[C@@H](C)N
**Charge**: 0
**E**: -125432.321 eV
**Gap between HOMO and LUMO**: 8.83 eV
**HOMO energy**: -9.089 eV

***

Molecular formula: C20H50Cl15O20P5
Method: DFT, ωB97M-V/def2-TZVPD

Cartesian coordinates (Å):
C  -4.779  -6.179  2.963
O  -5.327  -5.844  4.178
P  -4.409  -5.137  5.322
O  -2.918  -5.339  5.275
O  -4.878  -3.597  5.297
C  -4.112  -2.590  5.937
O  -5.138  -5.557  6.767
C  -4.579  -5.285  8.080
H  -4.529  -7.220  2.762
H  -3.959  -5.504  2.715
H  -5.534  -5.983  2.202
H  -3.147  -2.373  5.479
H  -4.008  -2.908  6.975
H  -4.525  -1.590  6.068
H  -3.559  -4.904  8.062
H  -4.663  -6.243  8.595
H  -5.227  -4.511  8.490
C  7.653  -10.006  5.008
O  6.554  -10.235  5.809
P  5.089  -9.986  5.257
O  4.627  -10.702  4.072
O  5.067  -8.383  5.042
C  3.827  -7.716  5.027
O  4.237  -10.254  6.623
C  4.416  -11.348  7.430
H  8.225  -9.202  5.472
H  7.253  -9.724  4.035
H  8.394  -10.788  4.839
H  4.027  -7.015  4.216
H  3.728  -7.153  5.954
H  2.951  -8.274  4.697
H  4.983  -11.123  8.334
H  4.900  -12.151  6.873
H  3.385  -11.553  7.719
C  -0.338  5.435  -8.198
O  0.480  6.625  -8.229
P  2.101  6.520  -8.354
O  2.641  5.209  -8.688
O  2.534  7.039  -6.883
C  3.628  6.564  -6.144
O  2.452  7.743  -9.329
C  3.863  7.981  -9.595
H  0.273  4.562  -7.970
H  -0.971  5.346  -9.081
H  -0.821  5.490  -7.222
H  4.173  5.783  -6.674
H  3.285  6.337  -5.134
H  4.403  7.330  -6.183
H  4.041  8.449  -10.564
H  4.351  7.007  -9.619
H  4.233  8.725  -8.890
C  0.495  2.731  0.850
O  1.585  2.147  0.166
P  1.402  1.474  -1.333
O  0.638  2.322  -2.276
O  2.946  1.162  -1.792
C  3.214  0.320  -2.889
O  0.873  -0.018  -0.978
C  1.389  -0.667  0.173
H  0.336  2.214  1.796
H  -0.397  2.712  0.224
H  0.647  3.765  1.160
H  2.457  0.049  -3.624
H  3.743  -0.576  -2.565
H  4.006  0.734  -3.514
H  0.562  -0.775  0.875
H  2.226  -0.136  0.626
H  1.736  -1.674  -0.058
C  -3.538  10.035  -1.348
O  -4.721  10.289  -0.624
P  -4.612  11.077  0.860
O  -3.890  12.364  0.816
O  -6.173  11.125  1.328
C  -6.699  11.949  2.281
O  -3.866  9.871  1.790
C  -3.222  10.045  3.014
H  -2.762  9.492  -0.809
H  -3.090  11.006  -1.562
H  -3.761  9.486  -2.263
H  -6.772  11.435  3.240
H  -7.776  12.063  2.159
H  -6.244  12.933  2.396
H  -2.310  10.627  2.886
H  -2.793  9.085  3.300
H  -3.797  10.599  3.756
Cl  0.887  3.436  7.922
C  2.372  2.604  7.437
Cl  2.028  1.152  6.689
Cl  3.445  2.501  8.813
H  2.765  3.318  6.714
Cl  -1.900  -3.933  -5.154
C  -2.792  -5.376  -5.727
Cl  -2.984  -5.428  -7.469
Cl  -4.331  -5.549  -4.782
H  -2.184  -6.275  -5.631
Cl  1.289  -8.246  -1.083
C  0.977  -9.990  -0.993
Cl  0.216  -10.641  -2.482
Cl  -0.009  -10.418  0.480
H  1.975  -10.392  -0.823
Cl  4.239  -2.792  -9.402
C  3.647  -1.449  -10.470
Cl  2.069  -1.004  -9.776
Cl  3.702  -1.816  -12.208
H  4.410  -0.714  -10.214
Cl  -5.972  0.226  -4.100
C  -5.073  1.217  -2.960
Cl  -5.457  0.574  -1.322
Cl  -5.463  2.970  -3.105
H  -4.042  0.993  -3.235

Calculated values
**Structure (SMILES)**: COP(=O)(OC)OC.COP(=O)(OC)OC.COP(=O)(OC)OC.COP(=O)(OC)OC.COP(=O)(OC)OC.ClC(Cl)Cl.ClC(Cl)Cl.ClC(Cl)Cl.ClC(Cl)Cl.ClC(Cl)Cl
**Charge**: 0
**E**: -296787.562 eV
**Gap between HOMO and LUMO**: 10.57 eV
**Energy above the lowest of the compared OMol25 structures with the same formula, charge and spin**: 0.00 kcal per mole
**HOMO energy**: -10.549 eV

***

Molecular formula: C20H50LuNO2P2Si4Te
Method: DFT, ωB97M-V/def2-TZVPD

Cartesian coordinates (Å):
Lu  -0.200  -0.358  -0.998
P  2.414  -1.314  -1.133
C  2.234  -1.935  -2.836
C  1.025  -1.823  -3.565
N  -0.187  -1.391  -2.975
C  -1.338  -1.523  -3.712
C  -1.366  -2.246  -4.887
C  -0.187  -2.648  -5.506
C  1.006  -2.340  -4.875
C  -2.657  -0.930  -3.225
P  -2.391  0.688  -2.395
H  1.925  -2.562  -5.421
H  -2.323  -2.561  -5.286
H  -0.200  -3.283  -6.393
H  -3.399  -0.787  -4.029
H  -3.144  -1.666  -2.567
H  2.427  1.843  -4.249
H  3.114  -1.750  -3.465
H  -0.178  3.303  -3.639
O  2.151  1.987  -5.161
H  2.808  2.604  -5.403
H  0.618  2.382  -1.269
O  -0.205  3.662  -2.757
H  0.368  4.409  -2.568
C  -2.310  1.673  -3.941
H  -3.208  1.404  -4.504
H  -2.326  2.758  -3.775
H  -1.450  1.334  -4.543
C  -4.141  1.086  -1.948
H  -4.157  2.064  -1.440
H  -4.755  1.158  -2.863
H  -4.585  0.332  -1.277
C  2.944  -3.107  -0.724
H  3.862  -3.180  -1.334
H  3.050  -3.657  0.226
H  2.212  -3.681  -1.319
C  4.035  -0.332  -1.042
H  4.310  0.178  -0.097
H  4.881  -0.974  -1.342
H  3.905  0.450  -1.805
C  -3.231  0.710  1.520
Si  -1.834  -0.554  1.708
C  -2.113  -1.448  3.368
C  -1.695  -1.835  0.298
Si  0.148  0.511  2.142
Te  1.353  1.853  -0.027
Si  -0.156  2.345  3.522
C  -0.979  1.743  5.110
C  1.526  3.084  3.926
C  -1.266  3.639  2.730
Si  1.746  -0.896  3.083
C  1.501  -0.842  4.951
C  1.421  -2.640  2.444
C  3.490  -0.365  2.663
H  -4.159  0.134  1.375
H  -3.090  1.369  0.651
H  -3.344  1.344  2.415
H  -3.056  -2.007  3.230
H  -1.305  -2.161  3.596
H  -2.226  -0.758  4.222
H  -2.393  -1.620  -0.540
H  -0.697  -2.209  -0.087
H  -2.023  -2.751  0.805
H  -0.391  0.990  5.649
H  -1.079  2.627  5.758
H  -1.982  1.337  4.927
H  2.037  3.471  3.034
H  1.361  3.927  4.613
H  2.197  2.370  4.422
H  -0.947  3.909  1.716
H  -2.316  3.323  2.681
H  -1.218  4.548  3.346
H  0.501  -1.188  5.251
H  2.249  -1.528  5.376
H  1.669  0.158  5.372
H  1.531  -2.734  1.357
H  2.172  -3.291  2.916
H  0.430  -3.019  2.720
H  3.746  -0.545  1.614
H  3.670  0.693  2.895
H  4.166  -0.964  3.291

Calculated values
**Charge**: +2
**E**: -118125.774 eV
**Gap between HOMO and LUMO (alpha / beta)**: 5.09 / 5.09 eV
**Energy above the lowest of the compared OMol25 structures with the same formula, charge and spin**: 78.19 kcal per mole
**HOMO energy (alpha / beta)**: -11.733 / -11.734 eV